Entry 1:
The following is a DFT calculation (the ωB97M-V functional and the def2-TZVPD basis) of 13 unconnected molecules or ions with the total composition C26H48N4O36S9 at a distorted geometry.

Summary:
HOMO level	-10.724	eV
LUMO level	-0.2	eV
Kohn-Sham gap	10.564	eV
DFT total energy	-7530.43400	Eh

```
! wB97M-V def2-TZVPD RIJCOSX def2/J DEFGRID3
* xyz 0 1
C -1.028 4.147 -1.230
C -0.846 4.414 0.203
N -0.663 4.655 1.318
H -0.257 3.447 -1.550
H -1.033 4.987 -1.924
H -2.034 3.759 -1.392
C -1.857 -4.319 2.211
C -0.621 -3.788 1.642
N 0.414 -3.365 1.228
H -1.706 -4.930 3.101
H -2.206 -4.915 1.368
H -2.463 -3.470 2.527
C 1.918 -4.146 -3.222
C 3.312 -3.820 -3.666
N 4.355 -3.514 -4.080
H 1.590 -5.136 -3.541
H 1.230 -3.514 -3.784
H 1.662 -3.954 -2.180
C 0.462 -2.852 5.714
C -0.348 -2.055 4.786
N -1.012 -1.443 4.027
H -0.207 -3.258 6.473
H 1.235 -2.185 6.097
H 1.019 -3.675 5.267
C -3.592 -3.337 -1.689
C -2.236 -2.654 -1.532
O -1.641 -3.160 -2.776
S -1.872 -4.805 -2.855
O -0.947 -5.524 -1.945
O -1.958 -5.278 -4.238
O -3.397 -4.608 -2.286
H -4.261 -2.845 -2.395
H -4.135 -3.597 -0.781
H -1.655 -2.990 -0.674
H -2.271 -1.566 -1.489
C -6.710 -0.353 2.847
C -5.916 -0.507 4.127
O -4.620 -0.023 3.753
S -4.399 0.689 2.258
O -3.778 -0.237 1.340
O -3.819 1.997 2.424
O -6.066 0.661 2.116
H -7.713 0.031 3.035
H -6.713 -1.273 2.263
H -6.016 -1.555 4.413
H -6.317 0.131 4.914
C 4.944 1.916 -2.183
C 4.447 0.551 -2.576
O 4.686 0.533 -3.968
S 4.467 2.039 -4.655
O 3.141 2.216 -5.232
O 5.667 2.449 -5.477
O 4.663 2.737 -3.221
H 5.996 1.959 -1.902
H 4.554 2.311 -1.245
H 3.438 0.440 -2.177
H 5.147 -0.129 -2.091
C 3.477 -2.676 2.493
C 3.390 -1.717 1.290
O 3.097 -0.421 1.687
S 3.456 -0.269 3.312
O 2.539 0.710 3.922
O 4.884 -0.063 3.480
O 3.048 -1.808 3.526
H 4.485 -3.048 2.675
H 2.769 -3.502 2.427
H 2.623 -2.099 0.617
H 4.393 -1.796 0.871
C -0.247 0.025 1.001
C 0.774 1.069 0.642
O 1.493 0.500 -0.415
S 0.553 -0.436 -1.411
O 1.306 -1.617 -1.759
O -0.090 0.359 -2.476
O -0.534 -0.660 -0.190
H -1.173 0.512 1.306
H 0.052 -0.687 1.771
H 1.354 1.542 1.435
H 0.261 1.876 0.118
C -2.633 1.245 -4.016
C -3.965 1.631 -4.610
O -4.920 1.824 -3.569
S -4.342 1.287 -2.095
O -4.577 -0.147 -1.945
O -4.704 2.204 -1.049
O -2.764 1.426 -2.633
H -1.790 1.753 -4.483
H -2.517 0.167 -4.125
H -4.228 0.882 -5.357
H -3.911 2.565 -5.170
C 0.910 0.347 -5.793
C 1.840 -0.805 -5.518
O 1.041 -1.998 -5.594
S -0.420 -1.749 -6.281
O -1.394 -2.498 -5.484
O -0.135 -2.020 -7.679
O -0.387 -0.156 -5.821
H 1.161 0.807 -6.749
H 0.942 1.145 -5.051
H 2.236 -0.782 -4.502
H 2.651 -0.884 -6.243
C -1.860 2.369 5.356
C -0.522 2.620 4.612
O 0.579 2.289 5.468
S 0.107 1.823 7.001
O 0.668 2.565 8.111
O 0.009 0.380 7.078
O -1.441 2.424 6.673
H -2.334 1.433 5.058
H -2.537 3.097 4.909
H -0.373 3.673 4.375
H -0.440 1.962 3.747
C 3.932 3.573 2.516
C 2.703 4.403 2.757
O 2.666 5.348 1.708
S 3.207 4.621 0.292
O 4.282 5.420 -0.350
O 2.163 4.049 -0.551
O 3.991 3.403 1.149
H 3.948 2.544 2.877
H 4.787 4.140 2.883
H 2.585 4.745 3.786
H 1.839 3.794 2.491
*
```

=====

Entry 2:
The following is a DFT calculation (the ωB97M-V functional and the def2-TZVPD basis) of a single C26H48N4O4S2 molecule at a distorted geometry.

Summary:
SMILES string	S=C(NC1CCCCC1)N1CCOCCOCCN(C(=S)NC2CCCCC2)CCOCCOCC1
HOMO level	-7.680	eV
LUMO level	0.6	eV
Kohn-Sham gap	8.324	eV
DFT total energy	-2335.87727	Eh

```
! wB97M-V def2-TZVPD RIJCOSX def2/J DEFGRID3
* xyz 0 1
S 3.712 -0.395 -0.364
C 2.367 -1.081 0.345
N 1.718 -2.093 -0.250
H 0.992 -2.582 0.258
C 2.193 -2.800 -1.419
C 1.120 -2.790 -2.510
C 1.580 -3.589 -3.726
C 1.930 -5.020 -3.332
C 3.020 -5.019 -2.266
C 2.565 -4.235 -1.040
H 3.360 -4.213 -0.291
H 1.696 -4.724 -0.590
H 3.924 -4.559 -2.672
H 3.265 -6.043 -1.978
H 2.268 -5.574 -4.210
H 1.040 -5.519 -2.943
H 2.461 -3.109 -4.158
H 0.793 -3.590 -4.484
H 0.917 -1.758 -2.805
H 0.196 -3.215 -2.111
H 3.083 -2.276 -1.781
N 1.880 -0.623 1.531
C 2.526 0.474 2.214
H 3.496 0.625 1.733
H 2.687 0.216 3.265
C 1.693 1.770 2.135
O 1.186 2.007 0.847
C 2.056 2.651 -0.066
C 1.634 2.288 -1.492
O 0.253 2.517 -1.724
C -0.481 1.382 -2.138
C -0.718 0.369 -0.994
N -2.067 0.374 -0.469
C -2.517 1.336 0.384
S -3.900 1.081 1.281
N -1.817 2.471 0.483
H -0.988 2.608 -0.079
C -2.253 3.596 1.284
C -1.078 4.535 1.548
C -0.639 5.279 0.287
C -1.809 6.034 -0.333
C -2.934 5.060 -0.662
C -3.402 4.353 0.604
H -4.202 3.647 0.375
H -3.797 5.086 1.309
H -2.574 4.323 -1.384
H -3.773 5.592 -1.116
H -1.480 6.549 -1.237
H -2.175 6.788 0.369
H 0.163 5.976 0.541
H -0.248 4.574 -0.449
H -0.241 3.962 1.951
H -1.385 5.260 2.304
H -2.628 3.191 2.234
C -2.916 -0.748 -0.786
H -2.695 -1.081 -1.802
C -2.759 -1.931 0.174
H -3.622 -2.601 0.056
O -1.569 -2.640 -0.128
C -1.473 -3.904 0.482
H -0.765 -4.480 -0.121
C -0.952 -3.857 1.925
O 0.446 -3.613 1.927
C 0.895 -2.568 2.761
C 0.684 -1.165 2.145
H 0.380 -0.470 2.928
H -0.129 -1.215 1.412
H 0.403 -2.630 3.738
H 1.965 -2.749 2.898
H -1.133 -4.830 2.399
H -1.487 -3.089 2.490
H -2.447 -4.411 0.468
H -2.754 -1.557 1.206
H -3.955 -0.414 -0.727
H -0.514 -0.646 -1.333
H -0.014 0.611 -0.192
H -1.437 1.770 -2.498
H 0.034 0.896 -2.976
H 2.209 2.909 -2.190
H 1.884 1.239 -1.673
H 3.090 2.317 0.066
H 2.005 3.737 0.090
H 0.808 1.690 2.775
H 2.301 2.613 2.488
*
```

=====

Entry 3:
The following is a DFT calculation (the ωB97M-V functional and the def2-TZVPD basis) of 2 unconnected molecules or ions with the total composition C26H48N5O5 at a distorted geometry.

Summary:
HOMO level	-10.218	eV
LUMO level	-2.3	eV
Kohn-Sham gap	7.933	eV
DFT total energy	-1669.12284	Eh

```
! wB97M-V def2-TZVPD RIJCOSX def2/J DEFGRID3
* xyz 1 1
C 4.878 -1.875 1.651
O 5.528 -0.852 0.922
C 4.664 -0.215 0.014
C 4.461 1.301 0.316
C 5.761 2.124 0.170
C 6.786 1.983 1.341
O 6.244 1.400 2.514
C 8.119 1.227 0.958
N 8.269 -0.001 1.789
N 3.699 1.731 -0.928
C 2.437 2.365 -0.618
O 1.884 3.175 -1.282
C 2.051 1.752 0.767
C 0.939 2.408 1.605
C 0.633 1.613 2.910
C 1.405 2.157 4.162
C -0.887 1.611 3.256
N 1.545 0.380 0.408
C 0.714 0.365 -0.483
O -0.048 0.488 -1.350
C 3.440 1.684 1.435
O 3.782 2.706 2.366
C 3.758 3.913 1.824
N 3.964 4.920 1.307
H 3.930 -1.539 2.103
H 5.522 -2.182 2.486
H 4.721 -2.759 1.008
H 3.706 -0.754 -0.024
H 5.124 -0.250 -0.987
H 6.245 1.753 -0.746
H 5.535 3.179 -0.029
H 7.088 3.011 1.614
H 5.974 2.080 3.133
H 8.957 1.887 1.230
H 8.155 0.972 -0.108
H 8.839 0.277 2.578
H 8.786 -0.692 1.259
H 3.414 0.921 -1.477
H 1.216 3.426 1.924
H -0.001 2.507 1.044
H 0.915 0.552 2.835
H 0.834 2.007 5.083
H 2.334 1.571 4.241
H 1.708 3.197 4.000
H -1.520 1.364 2.394
H -1.172 2.539 3.765
H -1.026 0.798 3.988
H 3.365 0.791 2.076
C -3.400 -0.459 0.690
C -3.047 0.021 -0.715
C -4.241 0.160 -1.669
C -5.323 -0.914 -1.662
N -5.048 -2.251 -2.323
C -5.283 -2.215 -3.820
C -3.984 -1.707 -4.423
C -2.884 -2.161 -3.457
C -3.606 -2.717 -2.233
C -5.921 -3.319 -1.676
C -7.424 -3.207 -1.908
C -8.181 -2.163 -1.083
H -3.840 -1.460 0.689
H -2.501 -0.508 1.304
H -4.101 0.222 1.176
H -2.281 -0.627 -1.139
H -2.572 0.999 -0.636
H -3.881 0.359 -2.679
H -4.758 1.079 -1.379
H -6.188 -0.510 -2.182
H -5.629 -1.117 -0.638
H -5.475 -3.240 -4.136
H -6.145 -1.593 -4.047
H -3.998 -0.621 -4.509
H -3.833 -2.091 -5.430
H -2.223 -1.333 -3.206
H -2.255 -2.931 -3.902
H -3.187 -2.449 -1.269
H -3.617 -3.804 -2.294
H -5.677 -3.323 -0.612
H -5.588 -4.267 -2.097
H -7.835 -4.181 -1.636
H -7.649 -3.077 -2.968
H -7.834 -2.141 -0.048
H -9.243 -2.404 -1.070
H -8.098 -1.162 -1.501
*
```